{
  "formula": "C27H44BrN3OP2Pt",
  "method": "wB97M-V/def2-TZVPD",
  "species": ["C", "C", "C", "C", "N", "C", "C", "C", "C", "C", "C", "C", "C", "C", "Pt", "P", "H", "H", "H", "H", "H", "H", "H", "H", "C", "C", "H", "H", "H", "H", "H", "C", "C", "H", "H", "H", "H", "H", "C", "C", "H", "H", "H", "H", "H", "Br", "P", "C", "C", "H", "H", "H", "H", "H", "C", "C", "H", "H", "H", "H", "H", "C", "C", "H", "H", "H", "H", "H", "C", "N", "C", "N", "O", "H", "H", "H", "H", "H", "H"],
  "xyz": [[-3.464, -5.256, -4.931], [-3.621, -3.859, -5.254], [-4.160, -3.611, -6.550], [-4.603, -4.669, -7.370], [-4.499, -5.942, -6.992], [-3.934, -6.246, -5.811], [-3.253, -2.744, -4.459], [-2.605, -1.950, -3.700], [-1.352, -1.805, -2.847], [-1.257, -2.077, -1.475], [-0.016, -1.974, -0.799], [1.045, -1.340, -1.449], [1.032, -1.297, -2.853], [-0.187, -1.474, -3.534], [-2.854, -0.021, -4.222], [-2.723, 1.231, -0.397], [-4.205, -2.587, -6.935], [-2.956, -5.562, -4.022], [-5.057, -4.448, -8.357], [-3.854, -7.317, -5.557], [-0.234, -1.399, -4.621], [-2.123, -2.472, -0.961], [1.853, -0.944, -3.412], [0.063, -2.353, 0.211], [-2.754, 2.828, 0.575], [-4.124, 3.388, 0.905], [-2.168, 3.563, -0.005], [-2.162, 2.617, 1.477], [-3.987, 4.182, 1.656], [-4.611, 3.843, 0.028], [-4.800, 2.639, 1.342], [-4.297, 1.156, -1.387], [-5.420, 0.324, -0.772], [-4.029, 0.783, -2.422], [-4.626, 2.200, -1.523], [-6.241, 0.240, -1.492], [-5.090, -0.693, -0.538], [-5.833, 0.794, 0.132], [-2.829, -0.129, 0.843], [-3.674, 0.188, 2.056], [-1.795, -0.358, 1.163], [-3.174, -1.017, 0.296], [-3.660, -0.689, 2.712], [-3.288, 1.036, 2.634], [-4.717, 0.382, 1.789], [-0.050, 0.830, -0.054], [-1.264, 1.501, -3.607], [-1.587, 3.162, -2.705], [-1.467, 4.422, -3.544], [-0.846, 3.232, -1.903], [-2.544, 3.124, -2.181], [-2.309, 5.109, -3.343], [-0.553, 4.984, -3.302], [-1.435, 4.217, -4.616], [0.606, 1.872, -3.012], [1.290, 3.070, -3.670], [1.216, 0.967, -3.116], [0.588, 2.059, -1.911], [2.242, 3.290, -3.161], [1.515, 2.906, -4.735], [0.693, 3.984, -3.592], [-0.719, 1.477, -5.388], [-1.387, 2.611, -6.121], [-1.063, 0.479, -5.765], [0.377, 1.554, -5.427], [-1.787, 2.282, -7.089], [-2.239, 2.998, -5.567], [-0.667, 3.421, -6.313], [4.487, -1.750, -1.244], [3.862, -1.826, 0.080], [2.664, -1.299, 0.251], [1.947, -1.233, 1.384], [2.132, -0.693, -0.833], [3.689, -1.678, -1.986], [5.075, -2.648, -1.432], [5.077, -0.836, -1.295], [4.377, -2.156, 0.885], [1.165, -0.557, 1.368], [2.336, -1.677, 2.235]],
  "forces_ev_per_a": [[-0.14, 0.81, 0.17], [-1.17, -1.54, -2.27], [0.07, -0.03, 0.15], [0.39, 0.35, 0.61], [-0.08, -0.16, 0.11], [0.09, 1.02, -0.17], [2.58, 1.51, 2.43], [-0.23, -2.93, -0.52], [-0.24, -0.45, -0.01], [0.90, -0.71, -0.30], [-0.95, 0.04, -0.67], [-0.36, -1.07, -1.70], [-1.89, 0.31, 0.88], [0.86, -0.49, 0.12], [-0.52, 0.94, 0.25], [-0.07, 0.01, 1.21], [-0.18, -0.35, 0.26], [-0.24, 0.12, 0.03], [0.39, -0.29, 0.75], [0.02, 0.74, -0.15], [0.24, 0.03, 0.32], [0.10, -0.05, 0.10], [1.00, 0.23, -0.36], [-0.16, 0.42, 0.08], [0.68, -0.35, -0.54], [-0.44, 0.26, 0.21], [-0.19, -0.30, 0.30], [-0.14, 0.01, -0.26], [-0.16, -0.19, -0.26], [0.14, -0.19, 0.33], [0.21, 0.29, -0.17], [0.18, 0.25, -0.59], [-0.30, -0.06, -0.10], [-0.28, 0.20, 0.89], [0.15, -0.31, -0.01], [0.13, 0.02, 0.10], [-0.15, 0.19, 0.02], [0.20, -0.19, -0.34], [0.45, -0.19, -0.19], [-0.49, -0.29, 0.41], [-0.75, 0.18, -0.24], [-0.13, 0.19, 0.26], [-0.09, 0.19, 0.01], [-0.06, -0.19, -0.19], [0.22, -0.02, 0.23], [-0.53, 1.83, 0.86], [3.14, 2.01, 0.84], [-0.87, -0.05, -0.26], [-0.48, 1.31, -0.31], [-0.25, -0.47, -0.22], [-0.17, -0.01, -0.46], [0.29, -0.34, -0.21], [-0.66, -0.08, 0.02], [-0.02, 0.49, 0.60], [0.52, -1.44, 1.50], [-0.33, 0.20, -0.66], [-0.19, 0.40, -0.25], [-0.16, -0.31, -1.30], [-0.30, -0.38, -0.07], [0.05, 0.15, 0.34], [0.58, -0.52, -0.11], [-0.47, 0.00, 0.25], [-0.27, 0.22, -1.53], [0.51, 0.68, -0.01], [-0.52, -0.43, -0.11], [0.24, 0.14, 0.08], [-0.10, 0.04, -0.26], [-0.43, -0.17, 0.06], [0.05, -0.07, -0.26], [-1.06, 0.32, 0.15], [-0.51, 0.54, 0.47], [1.59, -0.70, -0.41], [0.44, -1.51, 0.46], [0.40, -0.20, 0.14], [0.05, 0.21, 0.13], [0.22, -0.21, -0.10], [0.06, -0.01, -0.10], [0.27, -0.35, 0.24], [-0.68, 0.70, -0.70]],
  "total_charge": 2,
  "orbital_gap_ev": [7.0, 5.9],
  "total_energy_ha": -4669.963641,
  "relative_energy_ev": 5.600,
  "e_homo_ev": [-13.06, -13.53],
  "spin_multiplicity": 3
}